Entry i
{"formula": "C4H8N2", "method": "ωB97M-V/def2-TZVPD", "symbols": ["C", "N", "C", "C", "C", "N", "H", "H", "H", "H", "H", "H", "H", "H"], "xyz": [[-0.452, 0.295, 1.289], [0.293, -0.370, 0.229], [1.626, 0.162, 0.024], [-0.407, -0.557, -1.038], [-1.855, -0.309, -0.978], [-2.980, -0.042, -0.974], [0.256, 0.638, 2.048], [-1.140, -0.409, 1.770], [-1.034, 1.167, 0.953], [1.639, 1.224, -0.284], [2.142, -0.422, -0.746], [2.201, 0.065, 0.950], [-0.236, -1.573, -1.418], [-0.053, 0.130, -1.825]], "nbo_charge": [-0.42, -0.44, -0.41, -0.32, 0.27, -0.32, 0.21, 0.21, 0.18, 0.17, 0.20, 0.21, 0.24, 0.22], "homo_ev": -8.9, "multiplicity": 1}

=====

Entry ii
{"formula": "C4H8N2", "method": "ωB97M-V/def2-TZVPD", "symbols": ["C", "N", "C", "C", "C", "N", "H", "H", "H", "H", "H", "H", "H", "H"], "xyz": [[1.958, 0.042, -0.291], [1.393, -1.031, 0.514], [0.616, -0.503, -0.599], [-0.549, 0.394, -0.266], [-1.926, -0.099, -0.033], [-1.066, 0.258, 1.094], [2.823, -0.229, -0.893], [1.979, 1.057, 0.110], [0.993, -0.675, 1.382], [0.486, -1.200, -1.428], [-0.473, 1.407, -0.665], [-2.166, -1.157, -0.128], [-2.740, 0.581, -0.285], [-1.327, 1.156, 1.487]], "nbo_charge": [-0.26, -0.58, -0.11, -0.11, -0.25, -0.60, 0.20, 0.18, 0.37, 0.20, 0.20, 0.20, 0.19, 0.36], "homo_ev": -9.3, "multiplicity": 1}

=====

entry i is preferred energetically. Next in line: 112.5 kJ/mol higher.

=====

Entry i
{"formula": "C3H11N2", "method": "ωB97M-V/def2-TZVPD", "symbols": ["C", "N", "H", "H", "H", "H", "H", "H", "C", "C", "N", "H", "H", "H", "H", "H"], "xyz": [[2.122, -0.104, -0.116], [1.185, 0.905, -0.735], [2.799, 0.436, 0.548], [2.722, -0.665, -0.837], [1.544, -0.746, 0.539], [0.207, 0.599, -0.323], [1.410, 1.846, -0.427], [1.101, 0.784, -1.737], [-1.519, -0.418, 1.591], [-1.961, -0.075, 0.392], [-1.181, -0.265, -0.848], [-0.550, -0.907, 1.687], [-2.129, -0.236, 2.465], [-2.982, 0.273, 0.225], [-0.999, -1.266, -0.758], [-1.770, -0.162, -1.667]], "nbo_charge": [-0.43, -0.72, 0.24, 0.25, 0.22, 0.49, 0.44, 0.44, -0.44, -0.03, -0.89, 0.19, 0.25, 0.22, 0.39, 0.41], "homo_ev": -13.5, "multiplicity": 1, "total_charge": 1}

=====

Entry ii
{"formula": "C3H11N2", "method": "ωB97M-V/def2-TZVPD", "symbols": ["C", "C", "H", "H", "H", "H", "H", "H", "N", "C", "N", "H", "H", "H", "H", "H"], "xyz": [[-1.101, -0.868, -1.214], [-0.148, -2.100, -1.111], [-0.582, -0.051, -1.727], [-1.844, -1.173, -1.944], [-1.411, -0.631, -0.201], [0.032, -2.474, -2.114], [-0.683, -2.860, -0.534], [0.791, -2.009, -0.559], [1.764, 1.670, 1.272], [0.640, 1.064, 1.016], [-0.514, 1.666, 1.212], [1.751, 2.617, 1.635], [2.684, 1.296, 1.108], [0.566, 0.189, 0.383], [-1.355, 1.156, 1.007], [-0.588, 2.509, 1.770]], "nbo_charge": [-0.63, -0.61, 0.20, 0.25, 0.17, 0.23, 0.22, 0.19, -0.70, 0.39, -0.70, 0.42, 0.45, 0.25, 0.44, 0.42], "homo_ev": -15.3, "multiplicity": 1, "total_charge": 1}

=====

entry ii is preferred energetically. Next in line: 87.2 kJ/mol higher.

=====

Entry i
{"formula": "C3H11N2", "method": "ωB97M-V/def2-TZVPD", "symbols": ["C", "C", "N", "C", "N", "H", "H", "H", "H", "H", "H", "H", "H", "H", "H", "H"], "xyz": [[1.017, 1.125, 0.144], [0.433, -0.262, 0.078], [0.804, -0.833, -1.290], [-1.083, -0.312, 0.203], [-1.467, 0.287, 1.464], [0.537, 1.788, -0.581], [0.872, 1.590, 1.106], [2.092, 1.117, -0.073], [0.931, -0.941, 0.772], [1.836, -0.810, -1.344], [0.554, -1.816, -1.397], [0.423, -0.296, -2.070], [-1.470, -1.319, 0.043], [-1.470, 0.297, -0.617], [-1.676, -0.420, 2.167], [-2.333, 0.805, 1.395]], "nbo_charge": [-0.65, -0.03, -0.68, -0.24, -0.83, 0.22, 0.28, 0.22, 0.22, 0.45, 0.44, 0.44, 0.19, 0.20, 0.38, 0.39], "homo_ev": -13.8, "multiplicity": 1, "total_charge": 1}

=====

Entry ii
{"formula": "C3H11N2", "method": "ωB97M-V/def2-TZVPD", "symbols": ["C", "C", "H", "H", "H", "H", "H", "H", "N", "C", "N", "H", "H", "H", "H", "H"], "xyz": [[0.074, 1.830, -0.799], [0.614, 3.002, -0.008], [-1.011, 1.862, -0.913], [0.246, 0.899, -0.241], [0.548, 1.694, -1.767], [0.149, 3.132, 0.969], [1.691, 2.915, 0.142], [0.410, 3.939, -0.525], [0.650, -1.908, -0.005], [-0.616, -2.181, 0.118], [-1.066, -3.164, 0.867], [1.306, -2.492, 0.497], [0.988, -1.114, -0.544], [-1.353, -1.541, -0.352], [-2.062, -3.326, 0.902], [-0.566, -3.546, 1.660]], "nbo_charge": [-0.59, -0.61, 0.21, 0.14, 0.21, 0.21, 0.21, 0.22, -0.69, 0.41, -0.71, 0.43, 0.46, 0.24, 0.44, 0.43], "homo_ev": -14.8, "multiplicity": 1, "total_charge": 1}

=====

entry ii is preferred energetically. Next in line: 7.4 kJ/mol higher.

=====

Entry i
{"formula": "C3H11N2", "method": "ωB97M-V/def2-TZVPD", "symbols": ["C", "N", "H", "H", "H", "H", "C", "N", "C", "H", "H", "H", "H", "H", "H", "H"], "xyz": [[0.587, 1.173, 2.404], [0.866, 0.289, 1.528], [1.210, 1.425, 3.227], [-0.382, 1.640, 2.264], [0.364, 0.138, -0.120], [1.739, -0.185, 1.762], [-1.585, -0.020, -0.800], [-0.118, -0.053, -1.043], [0.329, -1.290, -1.763], [-1.871, 0.983, -0.481], [-1.906, -0.737, -0.055], [-2.083, -0.190, -1.751], [0.117, 0.747, -1.623], [-0.522, -1.929, -1.925], [0.865, -0.976, -2.653], [1.073, -1.829, -1.178]], "nbo_charge": [0.04, -0.69, 0.19, 0.18, 0.47, 0.37, -0.42, -0.53, -0.42, 0.23, 0.24, 0.23, 0.42, 0.23, 0.24, 0.24], "homo_ev": -15.1, "multiplicity": 1, "total_charge": 1}

=====

Entry ii
{"formula": "C3H11N2", "method": "ωB97M-V/def2-TZVPD", "symbols": ["C", "N", "H", "H", "H", "H", "H", "H", "C", "C", "N", "H", "H", "H", "H", "H"], "xyz": [[0.337, -1.989, 0.436], [1.373, -0.766, 0.146], [1.038, -2.839, 0.371], [-0.523, -2.015, -0.316], [0.094, -1.970, 1.485], [0.750, 0.061, 0.087], [2.026, -1.079, 0.874], [1.958, -0.825, -0.781], [-1.765, 0.694, 0.059], [-0.788, 1.746, 0.029], [0.255, 1.870, -0.742], [-2.109, 0.196, -0.842], [-2.352, 0.501, 0.971], [-0.977, 2.417, 0.783], [0.104, 1.152, -1.502], [0.580, 2.846, -1.059]], "nbo_charge": [-0.40, -0.76, 0.22, 0.26, 0.24, 0.49, 0.46, 0.45, -0.62, 0.03, -0.82, 0.21, 0.23, 0.21, 0.37, 0.43], "homo_ev": -12.0, "multiplicity": 1, "total_charge": 1}

=====

Entry iii
{"formula": "C3H11N2", "method": "ωB97M-V/def2-TZVPD", "symbols": ["C", "N", "H", "H", "H", "H", "C", "N", "C", "H", "H", "H", "H", "H", "H", "H"], "xyz": [[0.666, 1.253, 2.548], [0.967, 0.381, 1.671], [1.271, 1.555, 3.441], [-0.367, 1.584, 2.357], [0.511, 0.219, 0.056], [1.837, -0.096, 1.945], [-1.462, 0.020, -0.630], [-0.006, -0.008, -0.892], [0.371, -1.269, -1.665], [-1.742, 1.024, -0.339], [-1.854, -0.672, 0.117], [-1.936, -0.135, -1.606], [0.241, 0.796, -1.482], [-0.522, -1.889, -1.797], [0.906, -0.910, -2.544], [1.120, -1.853, -1.182]], "nbo_charge": [0.03, -0.68, 0.21, 0.18, 0.47, 0.37, -0.43, -0.55, -0.42, 0.23, 0.25, 0.23, 0.42, 0.24, 0.23, 0.24], "homo_ev": -15.1, "multiplicity": 1, "total_charge": 1}

=====

entry i is preferred energetically. Next in line: 38.1 kJ/mol higher.

=====

Entry i
{"formula": "C3H11N2", "method": "ωB97M-V/def2-TZVPD", "symbols": ["N", "C", "C", "C", "N", "H", "H", "H", "H", "H", "H", "H", "H", "H", "H", "H"], "xyz": [[0.811, -0.412, -1.440], [-0.599, -0.221, -1.200], [-1.009, -0.395, 0.277], [0.165, -0.161, 1.235], [0.711, 1.214, 0.957], [1.022, -1.349, -1.128], [1.146, -0.290, -2.406], [-0.965, 0.676, -1.721], [-1.215, -1.060, -1.575], [-1.351, -1.427, 0.513], [-1.976, 0.084, 0.494], [-0.323, -0.309, 2.195], [0.965, -0.898, 1.161], [1.538, 1.467, 1.537], [-0.056, 1.873, 1.128], [1.135, 1.208, -0.026]], "nbo_charge": [-0.88, -0.26, -0.45, -0.24, -0.71, 0.37, 0.41, 0.21, 0.20, 0.24, 0.25, 0.25, 0.23, 0.45, 0.45, 0.48], "homo_ev": -13.7, "multiplicity": 1, "total_charge": 1}

=====

Entry ii
{"formula": "C3H11N2", "method": "ωB97M-V/def2-TZVPD", "symbols": ["C", "N", "H", "H", "H", "H", "C", "C", "N", "H", "H", "H", "H", "H", "H", "H"], "xyz": [[-2.232, -0.151, 0.333], [-1.334, 0.336, 1.164], [-1.969, -0.575, -0.556], [-3.140, 0.310, 0.435], [-1.694, 0.925, 2.025], [0.210, -1.736, -0.461], [0.860, 0.944, -1.008], [1.542, -0.133, -0.206], [0.617, -1.140, 0.319], [0.320, 0.439, -1.797], [1.535, 1.493, -1.621], [0.123, 1.610, -0.521], [1.810, 0.457, 0.645], [2.441, -0.659, -0.616], [-0.062, -0.367, 0.872], [0.976, -1.754, 0.993]], "nbo_charge": [0.04, -0.65, 0.18, 0.20, 0.42, 0.42, -0.65, -0.24, -0.75, 0.20, 0.26, 0.24, 0.22, 0.23, 0.46, 0.42], "homo_ev": -15.4, "multiplicity": 1, "total_charge": 1}

=====

entry i is preferred energetically. Next in line: 130.5 kJ/mol higher.

=====

Entry i
{"formula": "C8H16O2", "method": "ωB97M-V/def2-TZVPD", "symbols": ["C", "C", "C", "C", "C", "C", "C", "C", "O", "H", "H", "H", "H", "H", "H", "H", "H", "H", "H", "H", "H", "H", "H", "O", "H", "H"], "xyz": [[-3.357, -0.378, -0.126], [-2.070, 0.441, -0.088], [-1.031, -0.158, 0.842], [-0.341, -1.494, 0.457], [1.008, -0.941, 0.992], [2.294, -1.223, 0.243], [0.369, 0.443, 0.918], [0.882, 1.709, 0.347], [0.736, 1.521, 1.754], [-3.158, -1.405, -0.465], [-3.814, -0.436, 0.873], [-4.093, 0.067, -0.809], [-1.648, 0.510, -1.103], [-2.294, 1.472, 0.231], [-1.439, -0.231, 1.865], [-0.722, -2.410, 0.924], [-0.315, -1.628, -0.635], [1.119, -1.214, 2.053], [2.179, -1.013, -0.830], [3.124, -0.614, 0.632], [2.576, -2.281, 0.344], [1.913, 1.754, -0.020], [0.177, 2.423, -0.091], [2.241, 1.696, -2.832], [2.778, 2.316, -2.300], [2.887, 1.073, -3.176]], "nbo_charge": [-0.60, -0.40, -0.25, -0.40, -0.25, -0.61, 0.28, -0.12, -0.51, 0.20, 0.20, 0.21, 0.20, 0.20, 0.21, 0.21, 0.20, 0.21, 0.21, 0.21, 0.21, 0.18, 0.19, -0.94, 0.47, 0.47], "homo_ev": -9.7, "multiplicity": 1}

=====

Entry ii
{"formula": "C8H16O2", "method": "ωB97M-V/def2-TZVPD", "symbols": ["C", "C", "C", "C", "C", "C", "C", "C", "O", "O", "H", "H", "H", "H", "H", "H", "H", "H", "H", "H", "H", "H", "H", "H", "H", "H"], "xyz": [[-0.646, -0.163, -0.732], [0.605, 0.380, -0.277], [-1.364, 1.496, -1.407], [-0.583, -1.099, -1.918], [0.853, 1.712, 0.377], [0.528, -0.748, 2.460], [1.023, -0.929, 1.060], [1.923, -1.851, 0.751], [-1.582, -0.533, 0.215], [-1.915, 2.252, -0.373], [-2.240, -1.123, -0.170], [-2.240, 1.643, 0.304], [1.398, 0.148, -0.984], [-0.681, 2.118, -1.980], [-2.135, 1.109, -2.087], [0.170, -0.773, -2.632], [-0.333, -2.106, -1.583], [-1.544, -1.127, -2.435], [0.919, 2.515, -0.358], [1.841, 1.705, 0.837], [0.133, 1.909, 1.166], [1.147, -1.277, 3.192], [0.475, 0.304, 2.744], [-0.490, -1.131, 2.568], [2.399, -2.473, 1.508], [2.339, -1.957, -0.244]], "nbo_charge": [0.29, -0.20, -0.10, -0.66, -0.63, -0.68, 0.07, -0.48, -0.73, -0.73, 0.48, 0.48, 0.22, 0.17, 0.13, 0.23, 0.22, 0.21, 0.22, 0.22, 0.22, 0.21, 0.21, 0.23, 0.19, 0.19], "homo_ev": -8.1, "multiplicity": 1}

=====

entry i is preferred energetically. Next in line: 172.1 kJ/mol higher.

=====

Entry i
{"formula": "C4H9P", "method": "ωB97M-V/def2-TZVPD", "symbols": ["C", "C", "C", "P", "C", "H", "H", "H", "H", "H", "H", "H", "H", "H"], "xyz": [[1.974, 0.640, 0.486], [0.739, -0.165, 0.104], [0.074, -0.071, -1.236], [-0.925, 0.956, 0.003], [-2.188, -0.439, 0.368], [1.974, 1.561, 0.064], [2.920, -0.084, 0.500], [1.838, 0.763, 1.524], [0.547, -0.991, 0.641], [0.507, 0.684, -1.814], [-0.296, -0.836, -1.837], [-1.978, -1.009, 1.295], [-1.964, -1.087, -0.489], [-3.223, 0.077, 0.391]], "nbo_charge": [-0.61, -0.32, -0.64, 0.54, -0.92, 0.21, 0.21, 0.21, 0.20, 0.21, 0.22, 0.22, 0.22, 0.23], "homo_ev": -8.5, "multiplicity": 1}

=====

Entry ii
{"formula": "C4H9P", "method": "ωB97M-V/def2-TZVPD", "symbols": ["C", "C", "C", "C", "P", "H", "H", "H", "H", "H", "H", "H", "H", "H"], "xyz": [[2.610, 0.130, 0.353], [1.290, -0.098, -0.202], [0.134, 0.401, 0.219], [-1.460, -0.237, -0.546], [-2.887, 0.259, 0.510], [3.123, -0.822, 0.678], [2.525, 0.812, 1.180], [3.600, 0.508, -0.074], [1.268, -0.878, -0.960], [0.037, 1.136, 0.915], [-1.465, -1.336, -0.891], [-1.569, 0.479, -1.427], [-3.326, -1.076, 0.745], [-3.880, 0.723, -0.499]], "nbo_charge": [-0.67, -0.22, -0.13, -0.74, 0.28, 0.22, 0.21, 0.24, 0.19, 0.18, 0.24, 0.23, -0.02, -0.02], "homo_ev": -9.1, "multiplicity": 1}

=====

entry i is preferred energetically. Next in line: 119.6 kJ/mol higher.

=====

Entry i
{"formula": "C6H8O4", "method": "ωB97M-V/def2-TZVPD", "symbols": ["O", "C", "O", "C", "C", "C", "C", "C", "O", "H", "H", "H", "H", "H", "H", "O", "H", "H"], "xyz": [[-1.200, -0.998, 2.904], [-0.997, -0.526, 1.830], [-1.756, 0.394, 1.187], [-0.823, 0.476, 0.072], [-0.432, 1.782, -0.501], [-1.283, 0.808, -1.296], [-0.054, -0.689, 0.638], [0.304, -1.936, -0.048], [1.242, -1.372, 0.865], [0.613, 1.922, -0.784], [-0.924, 2.672, -0.106], [-2.338, 1.051, -1.421], [-0.826, 0.266, -2.126], [-0.160, -2.864, 0.292], [0.588, -1.861, -1.101], [2.611, 0.333, -0.526], [2.433, -0.484, 0.112], [3.002, 1.027, 0.010]], "nbo_charge": [-0.52, 0.77, -0.46, 0.21, -0.43, -0.43, 0.08, -0.08, -0.46, 0.25, 0.23, 0.24, 0.23, 0.20, 0.20, -1.00, 0.50, 0.47], "homo_ev": -10.6, "multiplicity": 1}

=====

Entry ii
{"formula": "C6H8O4", "method": "ωB97M-V/def2-TZVPD", "symbols": ["C", "C", "C", "C", "C", "C", "O", "O", "O", "O", "H", "H", "H", "H", "H", "H", "H", "H"], "xyz": [[-0.694, -0.201, 1.761], [2.271, -0.783, 0.129], [-1.475, 0.556, -0.710], [0.522, 0.735, -0.983], [-0.395, -0.813, 0.384], [0.952, -0.182, -0.202], [-2.046, -0.219, -1.652], [0.660, 1.669, -1.881], [-1.952, 1.618, -0.369], [-0.608, -1.997, 0.136], [-2.865, 0.223, -1.941], [0.164, 2.463, -1.604], [-0.486, 0.866, 1.807], [-0.093, -0.736, 2.499], [-1.752, -0.352, 1.974], [3.057, -0.414, -0.530], [2.543, -0.568, 1.165], [2.195, -1.867, 0.016]], "nbo_charge": [-0.68, -0.65, 0.64, 0.45, 0.51, -0.19, -0.68, -0.63, -0.63, -0.56, 0.48, 0.52, 0.23, 0.24, 0.23, 0.23, 0.23, 0.25], "homo_ev": [-8.9, -8.9], "multiplicity": 1}

=====

entry i is preferred energetically. Next in line: 79.0 kJ/mol higher.